[1]
C45H124N18O17 | wB97M-V/def2-TZVPD

LUMO energy = 0.251 eV
net charge = 0
F_max = 7.6 eV/Å
Kohn-Sham gap = 8.23 eV

Positions of all 204 atoms, in Å:
1 C 27.8654 17.0057 6.8158
2 C 26.6147 16.4141 6.1043
3 C 26.5842 16.7608 4.5510
4 O 26.5944 18.1289 4.1942
5 C 25.4743 18.9679 4.5134
6 N 26.8250 15.0575 6.3163
7 H 27.7272 18.0847 6.8855
8 H 28.8013 16.8388 6.2827
9 H 27.9303 16.5719 7.8137
10 H 25.7407 16.6654 6.7052
11 H 25.7292 16.2313 4.1306
12 H 27.4862 16.3028 4.1452
13 H 25.8481 19.9848 4.6328
14 H 25.0793 18.7527 5.5062
15 H 24.6822 18.9020 3.7675
16 H 27.6068 14.6284 5.8422
17 H 26.0555 14.5190 5.9448
18 C 31.7019 13.9370 11.2222
19 C 30.6757 14.8859 10.5883
20 C 30.1631 14.4142 9.1882
21 O 31.3452 14.0560 8.3842
22 C 30.9937 13.4983 7.1473
23 N 29.5654 15.0705 11.4915
24 H 32.1735 14.5485 11.9915
25 H 32.5356 13.7123 10.5570
26 H 31.3826 12.9549 11.5708
27 H 31.1190 15.8495 10.3373
28 H 29.4864 15.1886 8.8270
29 H 29.6466 13.4753 9.3875
30 H 30.0906 13.9354 6.7213
31 H 30.8699 12.4229 7.2753
32 H 31.8155 13.7274 6.4689
33 H 28.8430 14.4234 11.2098
34 H 29.2751 16.0018 11.2294
35 C 35.6916 17.5208 13.5540
36 C 35.4819 15.9615 13.6374
37 C 33.9969 15.4991 14.1096
38 O 33.5773 15.9357 15.4342
39 C 34.3042 15.3838 16.5190
40 N 35.7801 15.2973 12.3693
41 H 36.0638 17.8583 14.5214
42 H 34.7297 17.9979 13.3662
43 H 36.4095 17.9453 12.8522
44 H 36.2025 15.7450 14.4261
45 H 34.0655 14.4121 14.1523
46 H 33.1757 15.7716 13.4467
47 H 35.3435 15.6770 16.3708
48 H 34.2099 14.3006 16.5958
49 H 33.8914 15.8527 17.4122
50 H 36.7508 15.4676 12.1485
51 H 35.7073 14.2971 12.4896
52 C 25.5167 9.1421 5.7349
53 C 25.9505 10.1356 6.6875
54 C 27.1844 9.6500 7.5348
55 O 27.4926 10.6361 8.4981
56 C 28.8056 10.5266 9.0318
57 N 26.1950 11.3921 6.0500
58 H 25.2389 8.2646 6.3188
59 H 26.2983 8.7996 5.0567
60 H 24.6329 9.5354 5.2327
61 H 25.1758 10.4514 7.3862
62 H 28.0603 9.5645 6.8916
63 H 27.0755 8.7407 8.1259
64 H 29.6265 10.9953 8.4890
65 H 29.2034 9.5277 9.2109
66 H 28.7623 11.0951 9.9608
67 H 26.5565 12.0408 6.7345
68 H 25.3267 11.8082 5.7450
69 C 31.1403 7.7885 20.8766
70 O 30.6636 8.0348 19.5411
71 C 31.0834 9.2569 19.0292
72 C 30.5016 9.4318 17.6128
73 N 29.0948 9.7353 17.6943
74 C 28.3950 9.8698 16.4209
75 C 28.6051 11.2163 15.6341
76 O 29.8824 11.1888 14.9473
77 C 30.1918 12.4853 14.4734
78 H 32.2302 7.8055 20.8715
79 H 30.7749 6.7710 21.0155
80 H 30.6664 8.4394 21.6113
81 H 32.1621 9.1587 18.9067
82 H 30.7971 9.9821 19.7909
83 H 30.6671 8.5716 16.9642
84 H 31.0299 10.3053 17.2306
85 H 28.6270 9.1462 18.3683
86 H 27.3537 9.8591 16.7429
87 H 28.6157 9.0550 15.7314
88 H 28.4962 12.1008 16.2617
89 H 27.8938 11.2985 14.8122
90 H 31.1215 12.5969 13.9156
91 H 30.2576 13.3116 15.1812
92 H 29.4541 12.7523 13.7167
93 C 31.3114 9.3971 2.0910
94 O 32.5525 8.7607 2.5344
95 C 33.7329 9.2468 1.9761
96 C 34.2533 10.5932 2.4573
97 N 33.4119 11.7016 2.1678
98 C 34.0823 12.9526 2.4466
99 C 33.1483 14.2064 2.4312
100 O 32.0802 14.1240 3.3766
101 C 31.3335 15.2969 3.5598
102 H 30.4467 8.8837 2.5114
103 H 31.2494 9.5482 1.0133
104 H 31.2359 10.4372 2.4081
105 H 33.6299 9.1963 0.8921
106 H 34.3584 8.3791 2.1859
107 H 35.2162 10.7112 1.9603
108 H 34.4017 10.5411 3.5358
109 H 32.5697 11.6175 2.7190
110 H 34.9648 13.0548 1.8151
111 H 34.4833 13.0039 3.4589
112 H 32.7708 14.4755 1.4447
113 H 33.8215 14.9598 2.8403
114 H 30.7271 15.2587 4.4648
115 H 30.7236 15.3969 2.6620
116 H 31.9383 16.2027 3.6017
117 C 35.2679 11.3030 7.1227
118 O 35.2167 10.8793 8.4687
119 C 34.7723 11.8640 9.3932
120 C 34.9194 11.2944 10.7847
121 N 36.3377 11.3693 11.2600
122 C 36.5073 10.7879 12.5512
123 C 37.9330 10.3310 12.7801
124 O 38.2960 9.4306 11.7409
125 C 39.6685 9.0442 11.7773
126 H 36.0279 12.0843 7.1177
127 H 34.3732 11.8618 6.8484
128 H 35.5461 10.5166 6.4210
129 H 33.6963 11.9829 9.2660
130 H 35.3401 12.7830 9.2478
131 H 34.4816 10.2967 10.7533
132 H 34.3827 11.9517 11.4688
133 H 37.0725 11.0640 10.6379
134 H 35.9238 9.8705 12.6287
135 H 36.1799 11.4670 13.3384
136 H 37.9083 9.7601 13.7082
137 H 38.6439 11.1466 12.9125
138 H 39.9584 8.3366 11.0005
139 H 40.0357 8.7514 12.7610
140 H 40.2504 9.9441 11.5778
141 C 35.0197 15.1714 6.8127
142 O 34.9204 16.1410 7.8082
143 C 33.9899 15.8240 8.8590
144 C 33.7970 16.9519 9.9167
145 N 33.3324 18.1723 9.3531
146 C 33.0147 19.1868 10.3797
147 C 32.6255 20.4678 9.6810
148 O 33.6509 21.0186 8.8974
149 C 33.3941 22.1964 8.1416
150 H 35.8618 15.4890 6.1978
151 H 34.1141 15.1445 6.2066
152 H 35.2121 14.1434 7.1197
153 H 33.9852 14.8100 9.2588
154 H 32.9891 15.8126 8.4272
155 H 34.7780 17.0624 10.3788
156 H 33.1386 16.5298 10.6760
157 H 34.0870 18.5268 8.7830
158 H 33.8615 19.2968 11.0572
159 H 32.1798 18.8399 10.9885
160 H 32.3704 21.2681 10.3756
161 H 31.8071 20.3712 8.9676
162 H 32.4702 22.1822 7.5635
163 H 34.1548 22.3520 7.3766
164 H 33.4378 23.1588 8.6516
165 C 27.7444 15.2604 14.6113
166 O 27.2627 15.4991 15.7329
167 N 27.0180 14.7284 13.6410
168 N 28.9678 15.4361 14.2276
169 H 26.0239 14.7521 13.8180
170 H 27.3686 14.4593 12.7328
171 H 29.5977 15.6637 14.9836
172 H 29.2955 15.2182 13.2974
173 C 26.6085 13.8609 9.8371
174 O 26.9341 13.5775 10.9451
175 N 26.6628 13.2036 8.7858
176 N 26.2761 15.0860 9.5001
177 H 26.6544 13.7723 7.9512
178 H 27.1577 12.3282 8.8795
179 H 26.4912 15.9180 10.0308
180 H 25.9374 15.1735 8.5526
181 C 28.9044 18.6495 10.4544
182 O 28.8880 17.8630 11.3867
183 N 27.9614 19.4387 10.1531
184 N 29.7999 18.7869 9.5060
185 H 27.9467 19.9477 9.2808
186 H 27.2568 19.4318 10.8767
187 H 29.6080 19.5532 8.8766
188 H 30.7325 18.4040 9.4452
189 C 31.9605 9.4554 5.9507
190 O 31.0186 10.1895 5.6825
191 N 32.4982 9.3882 7.1021
192 N 32.6434 8.7371 5.1070
193 H 33.1618 8.6292 7.0415
194 H 32.2135 9.9290 7.9062
195 H 32.4962 8.8483 4.1140
196 H 33.2525 8.0040 5.4411
197 C 29.2213 12.4445 4.4073
198 O 28.6288 13.5397 4.3172
199 N 28.6853 11.3704 4.8909
200 N 30.4438 12.2147 3.9844
201 H 27.7602 11.4364 5.2909
202 H 29.4094 10.7193 5.1588
203 H 30.9583 12.9760 3.5653
204 H 30.8418 11.3472 4.3148

[2]
C45H138O33 | wB97M-V/def2-TZVPD

LUMO energy = -0.263 eV
net charge = 0
F_max = 3.5 eV/Å
Kohn-Sham gap = 8.90 eV

Positions of all 216 atoms, in Å:
1 O 6.5986 -1.1982 0.7173
2 H 6.6304 -0.2531 0.8658
3 H 7.0493 -1.5752 1.4729
4 O -5.0343 0.8141 -2.2810
5 H -5.3062 1.1310 -1.4197
6 H -4.1220 1.0926 -2.3622
7 O -0.6718 2.5191 -3.9622
8 H 0.0610 1.9100 -4.0528
9 H -0.5290 3.1702 -4.6493
10 O -5.6661 3.3976 2.5904
11 H -5.2651 4.0418 2.0070
12 H -5.0384 3.2985 3.3062
13 O -5.3906 1.7209 0.3135
14 H -5.8551 2.2301 0.9777
15 H -4.7554 1.2035 0.8085
16 O 3.4383 0.3711 -1.4313
17 H 4.0157 -0.3461 -1.6932
18 H 4.0233 1.1197 -1.3143
19 C -2.3924 3.5241 4.9391
20 C -1.8304 3.8363 3.6185
21 O -0.3898 3.8269 3.5588
22 O -3.7808 3.4794 4.9115
23 H -2.1493 4.3229 5.6398
24 H -2.0122 2.6134 5.4018
25 H -2.2658 4.8004 3.3555
26 H -2.2134 3.0706 2.9438
27 H -0.0821 4.5175 4.1505
28 H -4.1598 3.3260 5.7800
29 C -4.4846 0.2168 3.3614
30 C -3.5030 -0.4367 4.4267
31 O -4.1755 -0.7211 5.6101
32 O -3.8235 0.5626 2.1205
33 H -5.0572 1.0047 3.8507
34 H -5.2526 -0.5136 3.1071
35 H -2.7268 0.3217 4.5288
36 H -3.0251 -1.2495 3.8799
37 H -3.5118 -0.6455 6.2996
38 H -3.1101 -0.0029 1.8159
39 C 5.1174 -3.1649 -2.4787
40 C 5.3460 -4.5636 -1.8849
41 O 6.6464 -4.6408 -1.2931
42 O 4.9115 -2.1851 -1.5159
43 H 4.2940 -3.2435 -3.1885
44 H 5.9841 -2.7457 -2.9897
45 H 5.0851 -5.3179 -2.6273
46 H 4.6702 -4.7630 -1.0533
47 H 6.6168 -5.4807 -0.8291
48 H 5.5922 -2.3451 -0.8581
49 C -2.3746 2.7999 -1.0843
50 C -2.9796 4.1072 -1.5626
51 O -2.2256 4.7122 -2.6554
52 O -2.4506 1.8316 -2.0550
53 H -3.0095 2.4620 -0.2653
54 H -1.3248 2.9200 -0.8169
55 H -3.0974 4.8424 -0.7665
56 H -3.9834 4.0186 -1.9781
57 H -2.3685 4.1609 -3.4282
58 H -1.6950 1.9477 -2.6357
59 C 4.2964 1.8930 1.5070
60 C 4.1096 2.6470 2.8174
61 O 5.3421 3.1528 3.2506
62 O 4.5814 2.7474 0.4126
63 H 3.3685 1.3550 1.3129
64 H 5.0432 1.1042 1.5966
65 H 3.6197 2.0270 3.5683
66 H 3.4213 3.4914 2.7807
67 H 5.3319 3.2075 4.2090
68 H 5.5317 2.8708 0.4700
69 C 0.8681 4.8745 0.5886
70 C 1.2310 4.8846 -0.9513
71 O 2.6858 4.7823 -1.1527
72 O 1.3179 3.6863 1.1043
73 H -0.2051 4.9822 0.7456
74 H 1.2911 5.6657 1.2076
75 H 0.8763 5.8029 -1.4190
76 H 0.7494 4.0476 -1.4569
77 H 2.9318 3.9284 -0.7895
78 H 0.7266 3.5655 1.8508
79 C 0.6697 -0.1651 4.9023
80 C 0.6433 0.6113 6.2432
81 O 1.8682 1.0419 6.8164
82 O 1.2412 -1.4842 5.0778
83 H 1.2523 0.3308 4.1260
84 H -0.3555 -0.2509 4.5422
85 H 0.1313 0.1034 7.0606
86 H -0.0156 1.4594 6.0568
87 H 2.4257 0.3308 7.1406
88 H 1.1616 -2.0250 4.2886
89 C 1.9942 3.9727 5.6165
90 C 1.9345 5.5408 5.4682
91 O 0.5806 5.9887 5.2379
92 O 1.2105 3.5790 6.6905
93 H 3.0424 3.7238 5.7819
94 H 1.6678 3.4069 4.7439
95 H 2.5522 5.8923 4.6418
96 H 2.2654 6.0387 6.3796
97 H 0.3328 6.6199 5.9175
98 H 1.5155 2.6997 6.9258
99 C -0.6154 0.8867 1.1751
100 C 0.1685 0.6582 -0.1220
101 O 1.1512 -0.2666 0.1120
102 O -1.4382 -0.2928 1.3273
103 H -1.1895 1.8117 1.2282
104 H 0.0842 0.9818 2.0055
105 H 0.7562 1.4889 -0.5127
106 H -0.4987 0.3035 -0.9076
107 H 1.8743 0.0245 -0.4484
108 H -0.9647 -1.0454 0.9653
109 C -6.1544 -1.5915 -0.1693
110 C -7.2952 -2.3352 -0.7431
111 C -8.1002 -1.5657 -1.8866
112 O -6.7401 -3.4025 -1.4347
113 H -5.5990 -1.0548 -0.9384
114 H -5.4161 -2.2542 0.2822
115 H -6.5359 -0.7936 0.4678
116 H -7.9150 -2.6426 0.0992
117 H -7.4355 -0.9361 -2.4780
118 H -8.7872 -0.8533 -1.4298
119 H -8.7347 -2.2404 -2.4613
120 H -6.5639 -3.0771 -2.3205
121 C 4.5440 -0.3553 5.1709
122 C 4.6032 -1.1304 6.4302
123 C 5.9543 -1.7796 6.7596
124 O 4.3299 -0.2400 7.4818
125 H 4.5322 -0.9237 4.2408
126 H 5.3847 0.3356 5.1078
127 H 3.6090 0.1954 5.0674
128 H 3.8410 -1.9093 6.4495
129 H 5.9909 -2.0905 7.8037
130 H 6.8208 -1.1216 6.6938
131 H 6.0567 -2.6764 6.1486
132 H 4.7776 0.5847 7.2792
133 C -1.7903 -6.0750 0.9284
134 C -2.5026 -5.4247 2.1676
135 C -2.6887 -3.8955 1.9197
136 O -3.8294 -6.0921 2.2374
137 H -1.6921 -7.1587 0.9923
138 H -0.7860 -5.6806 0.7736
139 H -2.4716 -5.8956 0.0966
140 H -1.9919 -5.5585 3.1212
141 H -3.1451 -3.5360 2.8419
142 H -3.3437 -3.5987 1.1005
143 H -1.8117 -3.2713 1.7483
144 H -4.4218 -5.8513 1.5214
145 C 1.1037 -1.4253 -4.4462
146 C 1.8077 -0.0637 -4.6079
147 C 1.5400 0.6758 -5.9434
148 O 1.3738 0.6833 -3.4617
149 H 1.4542 -1.8878 -3.5236
150 H 1.2153 -2.1369 -5.2643
151 H 0.0497 -1.1522 -4.3933
152 H 2.8667 -0.2921 -4.4885
153 H 2.0455 1.6393 -5.8786
154 H 0.4578 0.7941 -5.9982
155 H 1.9255 0.0856 -6.7748
156 H 1.8126 0.4734 -2.6340
157 C 2.9521 -3.2545 1.0537
158 C 1.5446 -3.4608 1.7234
159 C 1.5654 -4.3429 2.9351
160 O 1.0171 -2.2144 2.1515
161 H 3.7006 -2.7903 1.6959
162 H 2.8448 -2.7626 0.0870
163 H 3.4310 -4.1998 0.7984
164 H 0.8250 -3.7833 0.9709
165 H 2.1092 -5.2337 2.6209
166 H 0.5207 -4.6193 3.0775
167 H 1.9922 -3.8923 3.8311
168 H 1.0626 -1.5852 1.4278
169 C -2.6986 -3.9896 -4.4978
170 C -3.6811 -3.3383 -3.4474
171 C -2.9673 -2.3447 -2.4845
172 O -4.8105 -2.7917 -4.1189
173 H -1.8842 -4.3678 -3.8799
174 H -2.2292 -3.2198 -5.1103
175 H -3.0698 -4.7043 -5.2323
176 H -4.2153 -4.0258 -2.7916
177 H -2.0364 -2.6148 -1.9860
178 H -3.6446 -1.8288 -1.8039
179 H -2.5412 -1.5360 -3.0783
180 H -5.2388 -3.5583 -4.5067
181 C 0.5993 -5.4210 -2.6722
182 C 0.9261 -5.8149 -4.1218
183 C 2.2621 -6.2355 -4.4043
184 O 0.1765 -6.9668 -4.2731
185 H 0.7667 -6.2735 -2.0141
186 H -0.4586 -5.2040 -2.5238
187 H 1.1971 -4.5679 -2.3513
188 H 0.6625 -5.0285 -4.8291
189 H 2.5346 -7.0637 -3.7501
190 H 2.9335 -5.4089 -4.1718
191 H 2.4032 -6.3726 -5.4764
192 H 0.2939 -7.5484 -3.5184
193 C 4.2488 4.9913 -4.2499
194 C 2.9582 5.8463 -4.2286
195 C 2.9450 6.8439 -5.3312
196 O 1.8444 4.9412 -4.3063
197 H 5.1054 5.6594 -4.1603
198 H 4.2985 4.5015 -5.2224
199 H 4.1668 4.2100 -3.4943
200 H 3.0022 6.3691 -3.2732
201 H 1.9798 7.3491 -5.2978
202 H 3.0172 6.3393 -6.2946
203 H 3.6532 7.6594 -5.1843
204 H 1.5639 4.8781 -3.3903
205 C -2.8076 0.1367 -5.4260
206 C -2.5876 0.3094 -6.9025
207 C -3.6880 -0.0819 -7.9142
208 O -2.2473 1.6169 -7.1407
209 H -3.3352 0.9465 -4.9220
210 H -1.9449 -0.1123 -4.8081
211 H -3.4055 -0.7573 -5.2492
212 H -1.7081 -0.3046 -7.0965
213 H -3.8562 -1.1569 -7.8503
214 H -3.4973 0.0871 -8.9740
215 H -4.6680 0.3199 -7.6567
216 H -1.7823 1.7404 -7.9715

> Among the records above, which one has the highest Kohn-Sham gap?

C45H138O33

> net charge of number 1 (C45H124N18O17)?

0